{"formula": "C32H40AsNO7PtS3", "method": "ωB97M-V/def2-TZVPD", "spin_multiplicity": 3, "de_lowest_kcal_mol": 90.69, "s2": 2.01, "gap_ha": [0.273, 0.288], "symbols": ["C", "H", "C", "H", "O", "H", "H", "C", "C", "C", "O", "C", "H", "C", "H", "H", "C", "C", "H", "C", "H", "H", "H", "H", "H", "H", "C", "C", "C", "H", "H", "C", "H", "H", "O", "H", "C", "H", "N", "S", "C", "H", "As", "C", "H", "H", "C", "H", "H", "H", "C", "H", "C", "Pt", "C", "H", "C", "H", "H", "C", "S", "H", "H", "C", "C", "C", "O", "H", "H", "C", "O", "C", "C", "H", "C", "H", "S", "O", "H", "H", "C", "C", "H", "H", "O"], "xyz": [[14.822355, 15.775698, 7.067031], [15.433549, 8.377454, 7.313116], [6.817150, 10.486282, 12.461002], [4.878369, 12.169391, 6.054106], [12.150521, 14.483810, 11.296924], [12.435603, 8.685865, 10.903559], [7.469619, 9.470464, 4.104364], [6.912221, 12.934104, 12.367610], [8.115957, 10.017400, 6.127103], [8.229238, 12.812147, 11.823131], [17.473693, 12.609102, 8.401967], [8.494927, 10.429285, 8.569579], [12.716965, 12.214803, 5.134176], [12.320167, 8.204212, 9.974072], [16.547675, 14.188582, 10.973704], [17.969372, 14.737372, 8.243674], [8.065436, 10.440432, 11.808053], [13.716553, 13.302576, 8.229621], [11.395964, 8.447268, 9.462455], [14.957656, 14.909694, 5.719168], [15.288480, 15.923701, 10.694794], [15.406721, 16.697685, 6.852091], [17.364376, 16.266199, 7.758800], [16.984738, 13.613387, 6.121914], [15.252708, 15.599886, 4.932177], [6.407334, 12.050759, 8.212399], [12.853454, 13.059417, 7.154972], [13.265481, 12.983910, 5.748695], [7.286427, 10.040242, 5.012030], [8.389422, 9.458534, 11.532091], [10.569174, 10.468173, 10.895034], [17.393926, 14.859036, 10.867187], [8.722940, 13.711748, 11.580023], [14.137319, 13.735119, 4.049576], [14.547914, 14.138233, 11.844311], [7.737919, 10.511966, 9.327154], [13.605061, 16.138129, 7.829677], [13.891214, 7.481470, 6.996865], [17.113520, 15.903618, 9.860433], [13.379580, 13.685890, 11.074943], [17.158045, 15.429247, 8.407792], [8.959906, 9.428784, 8.591670], [13.824867, 9.007658, 9.016405], [5.832604, 11.500622, 6.165548], [17.506614, 15.284612, 11.836199], [18.347194, 14.338135, 10.551803], [13.265930, 15.489475, 8.937597], [16.356555, 17.293109, 11.132132], [16.148283, 9.123635, 9.830518], [12.387312, 15.816963, 9.473592], [15.883424, 14.828242, 7.793449], [15.184239, 8.084946, 10.876857], [15.219068, 9.046636, 10.361048], [13.376361, 11.266873, 8.240326], [6.236403, 11.728048, 12.705034], [8.967136, 9.384275, 6.143548], [10.070127, 11.453256, 10.674294], [6.500987, 13.912082, 12.382733], [12.973123, 16.957149, 7.462994], [15.930576, 16.702327, 10.295380], [16.164538, 12.305755, 8.927386], [5.279455, 11.832737, 13.166439], [11.768665, 13.358022, 7.259404], [14.669281, 7.746084, 7.744481], [6.122265, 10.777641, 5.027949], [16.205830, 14.328232, 6.387135], [9.223901, 13.020856, 8.726191], [6.427076, 9.578774, 12.934078], [17.886757, 16.556262, 9.885726], [7.746504, 10.675460, 7.274264], [13.192939, 12.249343, 11.116428], [6.607995, 11.485130, 7.318121], [13.873083, 14.194539, 9.404618], [15.005448, 6.862336, 8.252302], [8.793602, 11.591672, 11.519839], [12.443850, 7.130293, 10.012200], [9.829134, 11.675322, 8.943079], [16.129676, 11.994143, 10.322201], [15.072987, 9.880844, 10.940481], [10.707724, 12.293620, 10.919769], [14.048332, 13.842660, 5.122685], [15.136441, 13.733353, 8.589735], [15.571554, 17.429718, 9.540647], [5.444915, 10.729573, 4.172640], [15.569809, 11.245017, 7.992493]], "atomic_forces_ev_per_a": [[1.1, -0.1, 0.1], [0.4, -0.3, -0.2], [1.0, 0.5, 0.4], [1.8, -1.3, 0.7], [1.3, -1.2, -0.3], [-0.4, 0.3, 1.4], [0.4, -0.1, 0.3], [1.8, -2.8, -1.0], [-0.8, -0.2, -0.6], [-2.0, 0.3, 0.6], [0.5, 0.4, 0.0], [0.3, 0.2, -0.3], [0.6, 0.9, 0.6], [0.7, -0.5, -1.7], [0.0, -0.3, -0.3], [0.2, -0.3, 0.6], [-1.2, 0.1, 0.8], [0.6, 0.4, -0.3], [-0.1, 0.1, 0.1], [1.0, 0.0, 0.6], [-0.9, 0.6, -0.1], [-0.5, -0.3, -0.1], [0.1, 0.8, 0.2], [-0.4, 0.1, -0.2], [-0.2, 0.0, -0.3], [-0.3, 0.1, 0.0], [-0.6, 0.7, 0.6], [-1.2, -1.0, -0.7], [0.0, -0.2, -0.6], [0.7, -0.4, -0.1], [-0.3, 1.1, -0.4], [1.3, -1.4, -0.8], [0.7, 0.8, -0.3], [0.2, 0.0, -0.1], [-0.6, 0.1, -0.1], [0.0, -0.1, 0.7], [-0.2, -0.1, -0.2], [0.7, 0.1, 0.3], [0.7, 0.5, -1.3], [-0.1, 1.3, 1.2], [-1.4, -0.1, -0.2], [-0.1, 0.4, 0.0], [0.0, -0.3, -0.2], [-2.8, 2.3, -0.1], [0.3, 0.7, 0.6], [-1.3, 0.4, 0.4], [-0.2, 0.5, 0.2], [-0.7, -0.3, -0.2], [0.5, 0.2, -0.2], [0.0, -0.2, 0.3], [-0.7, -0.7, -1.2], [0.0, 0.2, 0.3], [-0.4, -2.2, -1.5], [0.1, -0.3, 0.0], [0.7, 1.5, -0.3], [0.8, -0.4, -0.1], [-0.9, -0.5, 2.1], [-0.6, 0.5, 0.5], [0.3, -0.3, 0.2], [0.8, 0.6, 0.7], [0.3, -1.3, -1.1], [-0.6, -0.2, 0.3], [1.1, -0.6, 0.3], [-2.0, 0.8, -0.1], [0.2, -0.4, 0.0], [-0.2, 0.0, 0.5], [0.1, -0.3, 0.2], [-0.2, 0.3, -0.7], [0.3, 0.0, 0.1], [0.5, 0.3, 1.2], [-0.2, 0.0, -0.5], [0.4, -0.6, -1.1], [-0.6, -0.6, -1.1], [0.4, -0.3, 0.2], [0.1, -1.1, -1.1], [0.0, -0.2, 0.4], [-0.3, -0.2, -1.7], [-0.3, -0.3, 0.3], [-0.2, 1.8, 1.7], [0.6, 0.0, 0.0], [0.5, 0.6, 0.3], [-1.2, 0.7, -0.3], [0.0, -1.0, 0.2], [0.2, 0.3, 0.3], [0.2, 0.8, 1.1]], "mulliken_spin": [-0.022, 0.000, 0.000, 0.000, 0.002, -0.001, 0.000, -0.001, 0.002, 0.001, 0.012, 0.009, -0.001, 0.025, 0.001, -0.005, 0.002, -0.129, -0.010, 0.094, -0.001, 0.023, 0.010, -0.068, 0.028, 0.000, 0.055, 0.051, 0.000, 0.000, -0.004, -0.003, 0.000, -0.001, 0.000, 0.003, 0.007, -0.001, 0.011, -0.002, 0.057, -0.002, 0.009, 0.000, 0.000, 0.001, 0.002, 0.000, 0.000, 0.000, 0.182, 0.000, 0.000, 0.831, 0.001, 0.001, -0.027, 0.000, 0.001, 0.002, 0.038, 0.000, 0.013, 0.003, 0.001, 0.642, 0.011, 0.000, 0.000, 0.003, -0.004, -0.001, 0.054, 0.001, 0.003, 0.001, 0.025, -0.004, 0.000, 0.009, 0.016, -0.059, 0.000, 0.000, 0.104]}